{"formula": "ClFH2NOP", "method": "the ωB97M-V functional and the def2-TZVPD basis", "elements": ["N", "O", "F", "P", "Cl", "H", "H"], "positions_angstrom": [[-1.21106, -0.47307, -1.20295], [-0.94580, -0.74859, 1.57986], [2.02988, 0.41080, 0.30909], [-0.87710, -0.04798, 0.28978], [-0.35671, 1.83403, 0.15259], [-1.54001, -1.48054, -1.12133], [2.90081, 0.50534, -0.00703]], "forces_ev_per_a": [[-2.240, -2.780, -3.938], [-1.178, -0.560, 0.347], [0.773, -0.090, -0.135], [2.736, -0.758, 4.378], [-0.050, 3.236, -0.300], [0.248, 1.006, -0.489], [-0.289, -0.053, 0.136]], "multiplicity": 3, "largest_force_ev_per_a": 5.3, "de_lowest_ev": 2.636, "e_tot_ha": -1032.4589, "charge": 0, "s_squared": 2.007}



{"formula": "C9H14", "method": "the ωB97M-V functional and the def2-TZVPD basis", "elements": ["C", "C", "C", "C", "C", "C", "C", "H", "H", "H", "H", "H", "H", "H", "H", "C", "C", "H", "H", "H", "H", "H", "H"], "positions_angstrom": [[-1.15883, 0.45601, -1.64414], [-0.34076, -0.74316, -1.18612], [0.86426, -1.00828, -1.76564], [1.67948, -2.06369, -1.20298], [1.19777, -2.73724, -0.17149], [0.02421, -2.39598, 0.62432], [-0.69570, -1.35087, 0.07622], [-1.87009, 0.61830, -0.93300], [-1.80634, 0.19785, -2.54849], [-0.53871, 1.31879, -1.96171], [1.18956, -0.42406, -2.59836], [2.55403, -2.25152, -1.74156], [1.62426, -3.72175, 0.22131], [-0.22383, -2.94563, 1.41772], [-1.43482, -0.91479, 0.79546], [0.12469, 2.80350, 1.03128], [-0.32548, 1.80940, 2.14156], [1.22981, 2.90863, 0.91447], [-0.27547, 2.23968, 0.04777], [-0.26439, 3.67543, 1.11328], [-1.32119, 1.29372, 1.99745], [-0.38557, 2.37338, 3.09781], [0.15312, 0.86229, 2.27483]], "forces_ev_per_a": [[0.870, -1.512, -3.428], [-0.479, 1.347, 1.613], [0.489, -1.691, 1.355], [-1.754, 2.763, -2.279], [-1.144, -3.830, 4.335], [2.418, 2.699, -6.330], [-0.166, 0.249, 1.059], [-1.705, 1.280, 2.153], [0.974, 0.122, 0.806], [-0.475, -0.432, 0.564], [0.240, 0.132, -0.486], [1.389, -0.779, -0.328], [0.214, 1.576, -0.837], [-0.946, -1.769, 3.149], [0.029, -0.201, -1.418], [2.042, -8.624, -2.751], [-1.526, 0.715, 0.750], [-0.802, -0.269, 0.301], [1.113, 1.853, 1.791], [-2.834, 5.662, 0.575], [0.252, 1.534, -0.294], [0.092, -0.753, -0.308], [1.709, -0.072, 0.008]], "largest_force_ev_per_a": 9.3, "de_lowest_ev": 2.265, "e_tot_ha": -351.2470, "smiles": "Cc1ccccc1.CC", "charge": 0}



{"formula": "C4H6F6O7S2Sn", "method": "the ωB97M-V functional and the def2-TZVPD basis", "elements": ["Sn", "C", "F", "F", "F", "S", "O", "O", "O", "C", "F", "F", "F", "S", "O", "O", "O", "C", "C", "O", "H", "H", "H", "H", "H", "H"], "positions_angstrom": [[-2.24942, -0.61029, -1.60496], [-6.45261, 5.40650, 0.64900], [-7.61827, 4.69682, 0.55714], [-5.89099, 5.34613, -0.52169], [-6.76199, 6.69681, 0.89823], [-5.29881, 4.54845, 1.91098], [-6.07143, 4.14295, 3.08145], [-4.82451, 3.36121, 1.16297], [-4.31639, 5.60998, 2.19744], [5.48122, -2.91242, -3.82289], [5.62175, -2.23494, -2.63997], [5.99718, -2.16809, -4.81895], [6.08125, -4.11724, -3.89153], [3.63790, -3.18696, -4.25953], [3.22722, -4.46014, -3.64638], [2.94367, -2.05179, -3.63574], [3.55164, -3.23125, -5.76333], [2.00185, -1.88978, 2.04829], [1.06935, -1.85514, 3.26794], [0.10375, -0.99725, 2.86393], [2.51645, -0.94504, 1.87293], [1.59343, -2.25114, 1.10452], [2.88586, -2.45722, 2.33921], [1.61481, -1.40454, 4.09712], [0.70901, -2.87805, 3.37705], [0.44812, -0.15751, 3.17674]], "forces_ev_per_a": [[0.165, 0.124, 0.179], [-1.210, -0.594, 1.173], [0.616, 0.558, 0.333], [0.812, 0.111, -1.256], [0.312, -0.998, 0.277], [0.550, 0.423, 0.693], [0.143, 0.473, -0.992], [-0.173, 1.281, 0.313], [-0.912, -1.487, -0.706], [-0.951, 0.187, -1.108], [0.214, -1.520, -1.499], [0.025, -0.050, 0.891], [-0.056, 1.087, 1.039], [-1.398, -0.654, -1.506], [0.791, 1.055, -0.392], [0.552, -0.359, -0.547], [0.572, 0.354, 3.235], [2.190, -0.460, 0.974], [2.553, -1.090, -2.228], [-3.036, 2.118, 0.355], [-0.635, 0.551, -0.081], [-0.236, -0.134, 0.317], [0.045, -0.810, -0.384], [0.016, -0.846, 0.470], [-0.257, 0.216, 0.774], [-0.693, 0.462, -0.324]], "largest_force_ev_per_a": 3.7, "de_lowest_ev": 7.478, "e_tot_ha": -2292.1762, "charge": 0}



{"formula": "C23H21N3O2S", "method": "the ωB97M-V functional and the def2-TZVPD basis", "elements": ["C", "C", "C", "C", "C", "C", "C", "N", "C", "O", "C", "H", "H", "S", "C", "N", "C", "C", "C", "C", "C", "N", "C", "C", "C", "C", "O", "H", "H", "H", "C", "C", "C", "C", "H", "H", "H", "H", "H", "H", "H", "H", "H", "H", "H", "H", "H", "H", "H", "H"], "positions_angstrom": [[-4.49507, -0.07877, -1.94605], [-3.22960, 0.31843, -2.77998], [-3.20474, 1.34222, -3.60721], [-1.95981, 1.83985, -4.19617], [-0.67485, 1.21187, -4.12000], [-0.77784, 0.01589, -3.11560], [-1.98631, -0.31937, -2.34481], [-1.88668, -1.62058, -1.75538], [-0.86523, -2.45508, -1.36506], [0.13263, -2.35663, -1.84714], [-1.40357, -3.65422, -0.24563], [-2.14493, -3.26432, 0.27082], [-1.49255, -4.24212, -0.89739], [-0.08861, -3.85949, 0.86479], [0.48370, -2.12540, 1.14484], [-0.47711, -1.14427, 0.93743], [-0.15881, 0.25344, 1.00953], [1.03120, 0.55244, 1.71347], [1.86578, -0.59116, 2.02607], [1.48438, -1.87063, 2.05308], [2.39390, -2.92122, 2.44851], [2.80704, -3.89983, 3.11077], [3.08084, -0.27706, 2.90368], [4.24610, -0.87280, 3.08884], [5.31281, -0.27772, 3.60014], [4.37191, 0.97817, 4.09257], [3.22824, 1.13547, 3.60018], [4.61601, 1.66179, 4.75830], [6.16181, -0.25643, 4.17124], [4.52295, -1.69670, 2.44113], [1.32431, 1.85069, 1.57910], [1.17209, 2.48178, 0.13064], [-0.43458, 2.20983, -0.25564], [-1.03282, 1.26007, 0.56386], [-1.48297, 1.64244, 1.49666], [-1.98278, 0.50347, -0.00739], [-0.30502, 1.93981, -1.44256], [-1.16181, 3.17761, 0.04268], [1.29360, 3.49546, 0.16595], [1.72704, 1.82201, -0.32384], [2.18280, 2.29470, 1.96520], [0.56162, 2.41719, 2.58985], [-2.80463, -1.67527, -1.10920], [0.13951, -0.51961, -3.01986], [0.22630, 1.26274, -4.47513], [-2.03884, 2.76351, -4.88350], [-4.06951, 2.12588, -3.62371], [-4.81864, -0.92929, -2.34046], [-4.24171, -0.18171, -0.97354], [-5.14755, 0.53296, -2.09405]], "forces_ev_per_a": [[8.893, -2.901, -1.638], [0.228, -3.019, 4.650], [1.181, 4.873, -1.569], [1.331, 0.769, -2.125], [-9.293, -4.080, 6.548], [-1.864, 3.333, -1.145], [4.111, -0.525, -5.219], [-6.849, 1.053, 3.391], [-8.979, -0.010, 4.169], [9.502, -0.499, -3.343], [5.775, 10.575, 4.403], [-4.091, 1.415, 1.742], [-1.823, -9.847, -8.452], [2.162, 0.283, 0.882], [-5.774, 0.432, 0.845], [1.847, 0.808, -1.725], [2.699, -7.165, 2.793], [-1.321, -7.195, -2.665], [2.333, 5.968, 4.576], [1.558, -2.417, -2.558], [1.687, -7.287, 5.810], [-2.550, 6.971, -5.158], [-3.025, 2.710, -1.064], [1.038, -4.341, -3.927], [-4.930, 8.376, 3.871], [4.755, -4.050, -2.474], [-1.488, -4.449, -1.860], [1.490, 3.341, 3.069], [2.169, -1.164, 0.623], [-0.919, -0.822, 0.198], [-0.844, 8.876, 2.702], [-7.399, -0.877, 5.016], [2.306, 5.622, -4.069], [-6.029, -5.348, 0.529], [-0.103, 0.321, -0.448], [2.503, 2.738, 1.568], [-1.295, 0.758, 2.971], [2.478, -1.739, -1.874], [1.128, 2.338, -0.410], [3.284, -2.576, -3.609], [1.980, -0.187, 0.627], [1.465, -0.985, -3.135], [2.985, -0.538, -1.754], [0.132, -0.515, 0.387], [4.633, 1.377, -2.615], [-0.059, -1.481, 1.246], [1.360, -1.939, -0.367], [-1.457, -4.088, -1.321], [0.616, -0.280, 3.226], [-7.537, 7.387, -1.314]], "largest_force_ev_per_a": 13.1, "de_lowest_ev": 18.143, "e_tot_ha": -1601.3772, "charge": 0}



{"formula": "C10H16CuF2N6S", "method": "the ωB97M-V functional and the def2-TZVPD basis", "elements": ["Cu", "S", "C", "C", "C", "C", "C", "N", "H", "H", "H", "H", "C", "N", "C", "C", "N", "N", "C", "N", "N", "H", "H", "H", "H", "H", "H", "H", "H", "H", "H", "H", "F", "C", "F", "H"], "positions_angstrom": [[-10.75546, -0.14825, -7.77895], [-9.64981, 1.52883, -6.42515], [-10.21938, 0.43615, -5.24755], [-10.02755, 0.60368, -3.85500], [-10.45582, -0.41129, -3.03547], [-11.06320, -1.54935, -3.57088], [-11.19254, -1.65760, -4.92654], [-10.80194, -0.68372, -5.74599], [-9.58166, 1.52454, -3.47875], [-10.29012, -0.35923, -1.98778], [-11.35266, -2.36964, -2.92339], [-11.55345, -2.54060, -5.44693], [-16.04296, 1.78942, -8.21447], [-14.66864, 2.08158, -7.70663], [-14.68631, 2.68033, -6.42644], [-13.62896, 1.24853, -8.04652], [-12.73793, 0.77797, -7.27912], [-13.63254, 0.91417, -9.40118], [-12.67713, 0.17401, -10.10126], [-13.04535, 0.01071, -11.39786], [-11.56608, -0.24353, -9.62362], [-16.59165, 2.73968, -8.22562], [-16.59370, 1.07489, -7.59559], [-16.07463, 1.47063, -9.27137], [-15.27333, 3.58499, -6.49281], [-13.67167, 2.98307, -6.12120], [-15.10127, 1.97065, -5.69928], [-12.90147, 0.95316, -6.31241], [-14.10420, 1.54031, -10.00468], [-14.04728, -0.19474, -11.50946], [-12.43312, -0.55731, -11.94765], [-11.05477, -0.84803, -10.23873], [-9.18383, -1.70619, -9.61475], [-9.43705, -1.53660, -8.24584], [-9.93779, -2.74208, -7.79552], [-8.44675, -1.40467, -7.78488]], "forces_ev_per_a": [[-0.553, -0.009, -0.232], [0.228, 0.762, -0.263], [0.237, -0.239, 0.231], [-0.383, -0.072, -0.229], [-0.026, 0.088, -0.580], [0.068, -0.575, 0.632], [0.049, 0.007, -0.584], [0.291, 0.404, 0.438], [-0.018, -0.369, -0.131], [0.025, 0.119, 0.808], [-0.025, 0.085, -0.079], [-0.168, -0.005, 0.318], [0.420, 0.843, -0.585], [-1.109, -0.561, -1.879], [0.683, 0.075, 1.000], [-0.114, -0.499, -0.136], [0.443, -0.221, -0.659], [0.865, -0.572, -0.023], [0.728, 0.023, 1.036], [-1.596, -0.047, -0.636], [-0.840, 0.496, 0.390], [0.060, -0.197, 0.258], [0.213, -0.061, 0.045], [0.302, -0.134, 0.659], [-0.338, 0.152, 0.256], [-0.344, -0.214, -0.089], [-0.034, 0.356, 0.335], [-0.007, 0.246, 0.747], [-0.522, 0.644, -0.336], [0.867, 0.098, -0.214], [0.115, -0.220, -0.241], [0.301, -0.224, -0.361], [-0.199, -0.090, 0.075], [0.564, 0.298, 0.268], [0.016, -0.314, -0.177], [-0.197, -0.076, -0.060]], "multiplicity": 2, "largest_force_ev_per_a": 2.3, "de_lowest_ev": 0.000, "e_tot_ha": -2957.5855, "charge": 0, "s_squared": 0.753}



{"formula": "H3NOP", "method": "the ωB97M-V functional and the def2-TZVPD basis", "elements": ["N", "O", "P", "H", "H", "H"], "positions_angstrom": [[0.44956, 0.85297, -0.17125], [1.35829, -0.38012, 0.22928], [-0.40781, -0.64643, -0.25087], [-0.61923, -1.22257, 1.21809], [1.03794, 1.36819, -0.86827], [-1.81875, 0.02796, -0.15698]], "forces_ev_per_a": [[2.006, -0.222, 0.826], [-1.124, 1.180, -0.394], [-0.284, -0.353, 0.936], [-0.012, 0.916, -1.679], [-1.299, -1.143, 0.190], [0.714, -0.377, 0.121]], "largest_force_ev_per_a": 2.2, "de_lowest_ev": 4.128, "e_tot_ha": -473.0357, "charge": -1}